Entry 1:
C13H15LiN3PSSe2 as an isolated structure, computed with wB97M-V/def2-TZVPD.

```
36
C13H15LiN3PSSe2 wB97M-V/def2-TZVPD
Li -1.44688 0.61396 -2.43840
Se 0.84449 -0.25299 -2.33746
P 0.39546 -0.25276 -0.21682
Se -1.69317 0.02500 0.29891
C 1.04927 -1.76975 0.55435
C 2.29123 -2.25582 0.15010
C 2.84551 -3.36131 0.77218
C 2.15838 -3.99618 1.80045
C 0.92190 -3.51865 2.20361
C 0.36672 -2.40744 1.58169
C 1.40345 1.01847 0.61807
C 2.66445 1.33711 0.11826
C 3.48229 2.22629 0.79667
C 3.04493 2.81086 1.97810
C 1.78751 2.50377 2.47488
C 0.96866 1.61067 1.79834
H 2.81496 -1.77456 -0.66726
H 3.80988 -3.73139 0.44941
H 2.58749 -4.86610 2.28124
H 0.38224 -4.01132 3.00212
H -0.60298 -2.03268 1.88471
H 2.99140 0.90207 -0.81794
H 4.45809 2.46874 0.39602
H 3.68210 3.50919 2.50552
H 1.43665 2.96298 3.39010
H -0.01875 1.37629 2.17605
N -3.30328 -0.43871 -2.62660
N -4.32500 0.48738 -2.41365
C -4.13611 1.80859 -2.64922
N -5.20128 2.57717 -2.35740
S -2.73804 2.47033 -3.29320
H -3.56605 -1.08880 -3.35541
H -3.06694 -0.90627 -1.75169
H -5.15249 0.17737 -1.92981
H -6.03608 2.20631 -1.93825
H -5.10003 3.57220 -2.43769
```

Results
HOMO energy, eV: -7.8
Maximum force, Eh/bohr: 0.0043
LUMO, eV: -0.01
Frontier orbital gap, eV: 7.79
Electronic energy, eV: -169219.7769


Entry 2:
C13H16AsBrKN3O2S as an isolated structure, computed with wB97M-V/def2-TZVPD.

```
38
C13H16AsBrKN3O2S wB97M-V/def2-TZVPD
K 0.03197 -1.82486 0.40758
Br 0.90443 1.63845 1.96442
C 1.52212 0.27659 3.16341
C 2.16799 0.65545 4.32308
C 2.59034 -0.37929 5.14643
C 2.35589 -1.68976 4.77204
C 1.69533 -1.95125 3.57640
N 1.28034 -0.95319 2.78439
C 1.44165 -3.41343 3.12875
O 1.91005 -4.26365 3.88841
O 0.81088 -3.54477 2.05382
H 2.32711 1.69580 4.56289
H 3.10282 -0.15616 6.07383
H 2.66752 -2.53421 5.36859
S -0.13148 -2.59557 -2.82481
C 0.63129 -1.12891 -2.93348
N 0.85156 -0.56218 -4.17795
C 1.44746 0.63122 -4.36799
C 1.87169 1.34332 -3.29316
C 1.64751 0.74659 -2.03250
N 1.07033 -0.41179 -1.85557
H 0.52940 -1.10706 -4.96548
H 1.55411 0.95451 -5.39391
H 2.35249 2.30249 -3.39185
H 1.96409 1.25939 -1.12840
C -3.83200 1.19256 0.34539
As -2.33941 0.48538 -0.70173
C -1.65741 2.19424 -1.38584
C -3.32906 -0.00728 -2.31773
H -4.42474 1.90382 -0.23010
H -3.44784 1.68207 1.23946
H -4.46695 0.36296 0.65457
H -2.48218 2.81588 -1.73550
H -0.99125 1.98957 -2.22489
H -1.10484 2.72809 -0.61373
H -3.93398 0.82710 -2.67403
H -3.97368 -0.86202 -2.11837
H -2.61354 -0.30007 -3.08643
```

Results
HOMO energy, eV: -8.0
Maximum force, Eh/bohr: 0.0039
Relative energy (zero: lowest compared OMol25 entry of this formula, charge and spin), kcal/mol: 0.00
LUMO, eV: -0.97
Frontier orbital gap, eV: 7.02
Electronic energy, eV: -180348.7120


Entry 3:
C13H16BFN5OPtS3 as an isolated structure, computed with wB97M-V/def2-TZVPD.

```
41
C13H16BFN5OPtS3 wB97M-V/def2-TZVPD
Pt 0.07818 -1.95748 -1.50936
C 1.68077 -3.10268 1.95758
N 1.91693 -1.67654 1.93200
C 1.84651 -0.81859 3.00807
C 2.17071 0.40787 2.53827
N 2.42050 0.31134 1.19540
B 2.89280 1.49536 0.28626
N 1.85349 1.70996 -0.83797
C 2.14602 1.59126 -2.18047
C 0.99634 1.69619 -2.87600
N -0.00254 1.92373 -1.95363
C -1.41766 1.95212 -2.23983
C 0.52696 1.92766 -0.69926
S -0.36558 2.24368 0.71537
C 2.24407 -0.97471 0.81495
S 2.45521 -1.70119 -0.72694
H 1.57921 -3.40905 2.99960
H 2.52340 -3.61842 1.49673
H 0.77409 -3.34393 1.40804
H 1.55751 -1.15385 3.98851
H 2.20426 1.36025 3.03558
H 3.01751 2.48680 0.98223
H 3.94876 1.17875 -0.22916
H 3.13904 1.34549 -2.50883
H 0.78130 1.55306 -3.91874
H -1.54402 2.03224 -3.31888
H -1.87851 2.80000 -1.73319
H -1.88266 1.02740 -1.89462
O -0.86215 -1.89239 0.45866
N -1.97919 -1.18219 0.40019
C -2.25880 -0.34295 1.42468
C -3.39448 0.41363 1.44377
C -4.26593 0.35331 0.33418
C -3.92886 -0.45178 -0.72984
C -2.77342 -1.24713 -0.73304
S -2.22655 -2.21318 -2.03103
H -1.49960 -0.33499 2.19287
H -3.57889 1.06725 2.28502
H -5.16618 0.95513 0.30184
H -4.54386 -0.48987 -1.61943
F 0.81533 -1.92154 -3.45959
```

Results
HOMO energy (alpha / beta), eV: 1.6 / -0.7
Total charge: -2
⟨S²⟩: 0.7808
Maximum force, Eh/bohr: 0.0097
Relative energy (zero: lowest compared OMol25 entry of this formula, charge and spin), kcal/mol: 0.00
LUMO (alpha / beta), eV: 5.07 / 5.03
Frontier orbital gap (alpha / beta), eV: 3.47 / 5.74
Electronic energy, eV: -62386.7043
Multiplicity: 2


Entry 4:
C13H16BFN5OPtS3 as an isolated structure, computed with wB97M-V/def2-TZVPD.

```
41
C13H16BFN5OPtS3 wB97M-V/def2-TZVPD
Pt 0.07341 1.68934 -1.45301
C -2.91693 -0.46819 -0.37887
N -2.72991 0.25435 0.87398
C -2.77744 -0.30839 2.13023
C -2.21658 0.58282 2.97116
N -1.80264 1.68135 2.24096
B -0.70171 2.65242 2.79650
N 0.66287 1.90215 2.59680
C 0.98299 0.80459 3.37321
C 1.85943 0.03879 2.69643
N 2.10942 0.67738 1.50550
C 2.74762 0.06625 0.35205
C 1.37109 1.81670 1.44079
S 1.45362 2.93380 0.14995
C -2.12246 1.46149 0.94512
S -1.92375 2.49522 -0.41523
H -3.54952 -1.33482 -0.17275
H -1.90764 -0.76950 -0.69703
H -3.38591 0.19030 -1.10413
H -3.18423 -1.28987 2.29870
H -2.06166 0.53618 4.03443
H -0.70784 3.71221 2.23586
H -0.89244 2.72157 4.00747
H 0.53446 0.65855 4.33997
H 2.31808 -0.90272 2.94180
H 3.46325 -0.67501 0.71476
H 3.25404 0.83857 -0.22299
H 1.95394 -0.39805 -0.24290
O -0.91130 0.18017 -3.07804
N -0.04376 -0.77104 -3.19491
C -0.47376 -2.04742 -3.28934
C 0.39033 -3.09940 -3.46853
C 1.75975 -2.85827 -3.52869
C 2.19660 -1.56033 -3.38442
C 1.31631 -0.48607 -3.21633
S 1.81567 1.14849 -2.98708
H -1.54412 -2.14842 -3.20034
H -0.01127 -4.10250 -3.53858
H 2.46580 -3.67103 -3.64749
H 3.25383 -1.33257 -3.37296
F -0.11763 -0.81910 -0.05204
```

Results
HOMO energy (alpha / beta), eV: 1.2 / -0.4
Total charge: -2
⟨S²⟩: 0.7615
Maximum force, Eh/bohr: 0.0100
Relative energy (zero: lowest compared OMol25 entry of this formula, charge and spin), kcal/mol: 10.67
LUMO (alpha / beta), eV: 5.07 / 5.05
Frontier orbital gap (alpha / beta), eV: 3.84 / 5.45
Electronic energy, eV: -62386.2417
Multiplicity: 2


Entry 5:
C13H16BiCl2N3 as an isolated structure at a distorted geometry, computed with wB97M-V/def2-TZVPD.

```
35
C13H16BiCl2N3 wB97M-V/def2-TZVPD
Bi 1.71559 -0.65963 -0.90964
N 4.69617 0.36677 -0.08820
C 5.01710 1.79840 -0.21986
C 3.91575 2.69619 0.34318
C 2.49296 2.56242 -0.19744
N 1.61696 1.40531 0.16188
H 4.25691 0.21259 0.82764
H 5.58641 -0.13157 -0.19025
H 5.25037 1.94304 -1.28728
H 5.87680 2.11499 0.36984
H 4.20858 3.73752 0.18774
H 3.85938 2.48039 1.40879
H 2.57713 2.55871 -1.28567
H 1.88444 3.42171 0.18088
H 0.69698 1.71962 -0.08986
H 1.60418 1.14644 1.11626
N -8.41394 0.44978 -0.78477
C -7.32501 0.25078 -0.46196
C -5.96485 0.02886 -0.11249
C -5.12155 1.12579 -0.18204
C -3.75609 0.90636 -0.11317
C -3.17737 -0.37929 0.00211
C -4.05709 -1.47482 0.12123
C -5.43916 -1.26227 0.07117
C -1.74413 -0.49665 -0.25154
C -0.56888 -0.59409 -0.53483
H -5.47404 2.12125 -0.38263
H -3.12381 1.80582 -0.15977
H -3.71269 -2.49212 0.13836
H -6.13750 -2.09030 0.11141
Cl 0.34769 -4.20584 0.97321
C 1.71457 -5.14467 0.38847
Cl 3.31812 -4.38885 0.39113
H 1.50774 -5.56083 -0.60006
H 1.87229 -5.97182 1.05818
```

Results
HOMO energy (alpha / beta), eV: -15.9 / -15.3
Total charge: +2
Maximum force, Eh/bohr: 0.0826
Relative energy (zero: lowest compared OMol25 entry of this formula, charge and spin), kcal/mol: 7.32
LUMO (alpha / beta), eV: -8.94 / -10.69
Frontier orbital gap (alpha / beta), eV: 6.93 / 4.64
Electronic energy, eV: -49074.8865


Entry 6:
C13H16Cl3HgN4O4 as an isolated structure, computed with wB97M-V/def2-TZVPD.

```
41
C13H16Cl3HgN4O4 wB97M-V/def2-TZVPD
Hg -0.27470 0.26513 -0.45121
O 0.67961 1.17261 4.02230
C 0.26223 0.76210 2.82237
O 0.99531 0.28503 1.99402
C -1.21106 0.94682 2.62336
C -2.06805 1.35587 3.62398
C -3.42295 1.46505 3.31848
C -3.85932 1.16561 2.04395
C -2.92500 0.77436 1.08674
N -1.64057 0.67120 1.39040
C -3.36299 0.42972 -0.34982
O -4.56628 0.41728 -0.55036
O -2.42225 0.18129 -1.17115
H 1.63927 1.03686 4.05642
H -1.68660 1.57895 4.60886
H -4.12484 1.78152 4.07838
H -4.89609 1.22501 1.74713
N 1.36812 0.16175 -1.93250
C 1.78387 -1.08261 -2.60763
C 2.07699 -2.19846 -1.60303
C 1.08548 -3.36009 -1.67415
C -0.36668 -2.97334 -1.44441
N -0.53243 -2.24009 -0.17829
H 1.13757 0.86242 -2.63277
H 2.21312 0.58288 -1.48996
H 2.66876 -0.85757 -3.20570
H 0.99188 -1.38623 -3.29456
H 2.08931 -1.76652 -0.59852
H 3.08131 -2.59048 -1.76370
H 1.37506 -4.12649 -0.94806
H 1.15076 -3.83625 -2.65628
H -0.98249 -3.87694 -1.46507
H -0.73120 -2.32671 -2.24545
H -0.00841 -2.68405 0.56880
H -1.50943 -2.23737 0.09432
Cl 2.93169 4.61500 -2.58091
C 2.82742 3.93459 -1.03152
Cl 4.06018 1.45359 -1.31926
Cl 3.75828 4.60257 0.21962
C 1.67323 3.22045 -0.69145
N 0.74188 2.59555 -0.41335
```

Results
HOMO energy (alpha / beta), eV: -7.7 / -8.4
⟨S²⟩: 0.7575
Maximum force, Eh/bohr: 0.0093
Relative energy (zero: lowest compared OMol25 entry of this formula, charge and spin), kcal/mol: 9.75
LUMO (alpha / beta), eV: -0.82 / -1.03
Frontier orbital gap (alpha / beta), eV: 6.91 / 7.36
Electronic energy, eV: -69632.9778
Multiplicity: 2


Entry 7:
An isolated ion of composition C13H16N and charge +1 at a distorted geometry, computed with wB97M-V/def2-TZVPD.

```
30
C13H16N wB97M-V/def2-TZVPD
C 3.01707 -1.41281 -1.26786
C 2.70962 -0.06436 -1.59422
C 2.08067 -2.14487 -0.52790
C 1.50596 0.50276 -1.22136
C 1.03470 -1.49531 0.04148
C 0.61558 -0.21027 -0.41452
C -1.12026 1.69715 -2.39394
C -1.12016 2.24040 -1.18975
C -0.87956 -0.93393 1.23857
C -0.59517 0.25524 0.25121
C -1.34345 1.50137 0.02002
C -0.52634 -0.67770 2.66167
C -2.34171 2.04332 0.94675
N 0.04284 -2.21846 0.90049
H 4.00106 -1.79354 -1.66164
H 3.45621 0.42079 -2.25883
H 2.10330 -3.25634 -0.47704
H 1.41554 1.54369 -1.49746
H -0.41094 -2.94997 0.40745
H -1.06583 2.29322 -3.33936
H -1.24882 0.53687 -2.62647
H -1.08718 3.30770 -1.11488
H -1.90807 -1.26234 1.06976
H -1.23922 -0.03712 3.00415
H 0.37650 -0.18158 2.74337
H -0.43105 -1.61131 3.22881
H -1.91507 1.73778 1.97880
H -3.32526 1.64632 0.53611
H -2.32017 3.09296 0.85505
H 0.51925 -2.56965 1.70155
```

Results
HOMO energy (alpha / beta), eV: -9.3 / -13.1
Total charge: +1
⟨S²⟩: 2.0507
Maximum force, Eh/bohr: 0.0898
Relative energy (zero: lowest compared OMol25 entry of this formula, charge and spin), kcal/mol: 0.00
LUMO (alpha / beta), eV: -2.92 / -5.47
Frontier orbital gap (alpha / beta), eV: 6.35 / 7.65
Electronic energy, eV: -15219.1192
Multiplicity: 3


- Among the records above, which one has the lowest electronic energy?
  C13H16AsBrKN3O2S